# C93H215N13O21

A 13-piece molecular cluster, C93H215N13O21 overall at a distorted geometry (ωB97M-V with the def2-TZVPD basis set, the OMol25 dataset).

Geometry as XYZ:
```
342
Properties=species:S:1:pos:R:3:forces:R:3:mulliken_charge:R:1
C 0.482 -6.961 -1.646 0.49 1.03 0.68 -0.321
O 1.357 -6.973 -0.494 0.66 -0.28 -0.83 -0.312
C 2.778 -6.824 -0.845 -1.04 0.64 -0.28 -0.878
C 3.085 -5.338 -1.158 1.06 -0.75 -0.80 1.267
N 4.299 -5.181 -2.005 -1.91 1.16 -0.47 -0.431
C 4.556 -3.751 -2.417 2.76 -2.22 0.44 1.044
C 6.060 -3.762 -2.817 -0.24 -0.17 1.40 -1.427
O 6.846 -3.765 -1.555 -1.67 0.18 -1.63 0.081
C 8.213 -3.761 -1.748 1.02 0.74 0.57 -1.175
H 0.779 -6.185 -2.352 0.28 0.10 -0.11 0.151
H -0.495 -6.633 -1.291 -0.07 -0.32 0.15 0.026
H 0.387 -7.880 -2.226 0.27 -0.42 0.42 0.352
H 3.024 -7.545 -1.625 0.04 0.25 -0.39 0.354
H 3.426 -7.054 0.000 -0.59 -0.44 0.27 0.222
H 3.203 -4.901 -0.166 -0.03 0.60 0.07 -0.580
H 2.288 -4.832 -1.701 -0.25 -0.16 0.17 0.056
H 5.088 -5.669 -1.607 0.16 0.60 0.29 0.319
H 4.561 -3.047 -1.585 -0.76 0.24 0.13 -0.566
H 3.996 -3.402 -3.285 -0.43 -0.18 0.30 -0.194
H 6.301 -2.892 -3.428 0.30 0.11 0.10 0.434
H 6.304 -4.691 -3.333 -0.02 0.04 -0.31 0.497
H 8.519 -3.028 -2.495 0.04 -0.21 -0.49 0.383
H 8.660 -4.743 -1.899 -0.13 -0.14 -0.49 0.245
H 8.659 -3.374 -0.832 0.03 -0.08 0.29 0.322
C 0.225 -4.936 2.351 -0.06 0.65 0.84 0.169
O 1.029 -5.188 3.480 1.11 -0.99 0.74 -0.698
C 2.078 -4.241 3.641 -0.10 0.62 0.28 1.202
C 3.004 -4.591 4.819 -1.67 -0.23 -1.52 -0.409
N 3.630 -5.826 4.492 1.05 -1.09 0.42 0.010
C 4.522 -6.351 5.536 -0.99 0.80 -1.28 -0.939
C 5.737 -5.483 5.534 2.44 -0.95 1.37 -0.488
O 5.628 -4.222 6.189 0.12 0.61 -0.23 -0.286
C 6.812 -3.453 6.007 -0.31 1.17 -0.94 -0.744
H -0.637 -5.602 2.369 0.13 -0.06 0.13 0.483
H 0.752 -5.063 1.405 0.16 0.13 -0.06 -0.364
H -0.092 -3.913 2.555 -0.60 0.26 -1.06 0.008
H 1.664 -3.256 3.856 -0.36 0.22 0.11 -0.781
H 2.618 -4.112 2.703 0.38 -0.24 -0.17 0.058
H 2.343 -4.673 5.681 -0.01 0.14 0.59 0.489
H 3.749 -3.812 4.981 -0.18 -0.02 -0.07 -0.496
H 3.008 -6.548 4.159 -0.43 0.33 0.12 0.310
H 4.707 -7.376 5.214 0.71 0.04 0.26 0.482
H 4.087 -6.395 6.534 -0.25 0.12 0.25 0.319
H 6.230 -5.462 4.562 -0.57 0.54 -0.38 0.233
H 6.514 -5.953 6.138 0.19 -0.78 0.19 0.579
H 6.993 -2.659 6.732 -0.27 -0.78 1.08 0.338
H 6.694 -2.767 5.168 -0.21 -0.33 -0.88 0.065
H 7.732 -4.000 5.799 -0.12 -0.45 0.40 0.461
C -3.228 3.750 2.946 1.32 0.01 0.36 0.457
O -4.512 3.242 2.833 -0.77 -1.32 0.13 -0.483
C -4.556 1.813 2.623 -0.76 -0.36 0.24 1.400
C -5.723 1.099 3.362 1.13 0.54 0.50 -1.198
N -5.421 1.024 4.796 0.55 0.10 0.05 0.276
C -6.335 0.294 5.636 -1.21 -0.20 1.31 -0.966
C -6.030 0.595 7.122 0.78 -0.45 -1.82 -0.374
O -6.090 1.991 7.304 0.49 0.03 1.83 -0.392
C -5.807 2.219 8.708 -0.05 0.26 -0.22 -0.830
H -2.651 3.780 2.022 -0.29 0.16 -0.59 0.024
H -2.596 3.136 3.588 -0.07 -0.25 0.40 -0.465
H -3.219 4.745 3.393 -0.42 0.04 -0.17 0.483
H -3.670 1.280 2.969 0.45 0.51 0.11 -1.041
H -4.619 1.567 1.563 -0.19 0.34 -0.23 0.414
H -5.697 0.057 3.044 -0.32 0.03 -0.49 0.322
H -6.679 1.578 3.148 -0.22 -0.07 -0.10 0.510
H -5.322 1.936 5.218 -0.02 0.35 -0.22 0.247
H -6.343 -0.789 5.509 0.66 -0.17 -0.26 0.374
H -7.389 0.531 5.487 -0.33 0.53 -0.35 0.437
H -5.002 0.251 7.236 0.39 0.05 0.41 0.082
H -6.626 0.043 7.849 -0.49 0.01 -0.20 0.484
H -6.709 2.047 9.296 -0.16 0.16 0.01 0.310
H -5.400 3.210 8.908 -0.42 0.22 -0.48 0.294
H -5.048 1.555 9.122 0.14 -0.40 -0.41 0.316
C 2.094 6.429 -5.541 -0.65 1.08 1.20 -0.293
O 2.081 7.155 -6.766 1.30 -1.00 0.44 -0.405
C 3.168 6.780 -7.635 -1.36 -0.22 -1.41 -0.609
C 2.685 5.594 -8.542 1.18 -0.76 1.64 -0.567
N 2.677 4.290 -7.793 -0.08 1.34 0.08 -0.302
C 2.204 3.257 -8.673 -0.53 -0.27 0.17 -0.845
C 1.366 2.239 -7.911 -0.70 -0.75 0.21 -0.142
O 0.289 2.878 -7.194 0.13 -0.07 0.18 -0.440
C -0.524 2.053 -6.330 1.01 0.73 0.18 -0.176
H 1.362 6.914 -4.896 -0.39 0.04 -0.19 0.242
H 2.989 6.554 -4.930 0.67 -0.01 -0.51 0.299
H 1.835 5.371 -5.517 0.02 -0.08 -0.68 -0.051
H 4.135 6.649 -7.149 -0.24 -0.73 0.54 0.330
H 3.384 7.641 -8.267 -0.48 0.16 -0.21 0.381
H 3.372 5.407 -9.368 0.16 0.36 -0.13 0.375
H 1.692 5.748 -8.962 -0.09 0.59 0.05 0.349
H 2.024 4.335 -7.024 -0.12 0.30 -0.06 0.282
H 3.109 2.858 -9.130 -0.35 -0.74 -0.29 0.354
H 1.549 3.637 -9.457 -0.04 0.30 -0.32 0.350
H 2.008 1.643 -7.262 -0.04 -0.02 0.47 -0.096
H 0.845 1.552 -8.577 0.45 -0.25 -0.44 0.547
H -1.347 2.687 -5.999 -0.11 -0.10 -0.29 0.276
H 0.034 1.791 -5.431 0.29 -0.07 0.16 -0.122
H -0.880 1.101 -6.723 -0.03 0.27 -0.75 0.317
C -0.349 -1.336 -5.632 0.02 1.21 -0.50 -1.226
O 0.980 -0.927 -5.407 -0.63 1.59 0.84 0.495
C 1.967 -1.879 -5.530 0.14 -1.17 0.19 -0.645
C 3.318 -1.239 -5.529 1.58 0.78 -0.12 -1.017
N 3.681 -0.703 -4.212 -1.01 0.25 0.36 1.199
C 4.853 0.167 -4.110 0.22 -0.26 -0.43 -1.289
C 4.946 1.120 -2.872 0.04 -1.66 -0.60 0.265
O 3.709 1.626 -2.480 -0.99 0.76 -0.41 0.316
C 3.071 2.519 -3.417 0.51 0.05 0.40 -0.493
H -0.757 -2.084 -4.952 0.34 -0.51 -0.21 0.313
H -0.438 -1.494 -6.706 -0.31 -1.01 -0.07 0.605
H -0.970 -0.450 -5.497 0.06 0.02 0.41 -0.177
H 1.771 -2.460 -6.432 0.36 -0.23 -0.28 0.623
H 1.927 -2.548 -4.671 -0.05 -0.46 0.17 -0.002
H 3.382 -0.484 -6.312 -0.37 0.56 -0.19 0.323
H 4.121 -1.906 -5.844 -0.18 -0.68 0.11 0.521
H 2.839 -0.275 -3.853 0.06 0.41 0.34 -0.582
H 5.051 0.799 -4.975 -0.60 0.18 -0.59 0.259
H 5.670 -0.552 -4.164 0.64 0.28 0.50 0.436
H 5.677 1.897 -3.094 0.01 0.28 -0.17 0.403
H 5.341 0.562 -2.022 -0.22 -0.03 0.04 -0.538
H 2.624 2.056 -4.297 0.21 -0.53 -0.07 0.276
H 3.784 3.271 -3.754 0.11 0.12 -0.07 0.704
H 2.252 3.031 -2.913 0.14 -0.10 0.23 -0.853
C 7.392 -6.698 -0.218 -0.48 0.94 0.43 -0.840
O 6.009 -6.365 -0.012 -0.01 -0.50 -0.54 -0.257
C 5.665 -5.992 1.307 0.48 0.42 1.69 -0.323
C 6.234 -4.624 1.839 -0.65 -0.90 -0.67 0.018
N 5.686 -3.536 1.061 -1.23 -0.76 -0.04 2.388
C 5.929 -2.191 1.548 2.17 -1.82 -0.20 -0.912
C 5.417 -1.115 0.677 -1.11 -1.13 -0.43 0.485
O 5.646 0.038 1.382 -0.51 1.91 0.00 -0.524
C 5.042 1.208 0.818 1.38 0.06 -0.29 -0.730
H 7.565 -7.028 -1.243 -0.39 0.45 -0.14 0.274
H 7.799 -7.511 0.383 -0.44 -0.07 0.59 0.326
H 7.908 -5.768 0.018 0.71 -0.32 -0.30 0.234
H 6.035 -6.803 1.934 0.12 -0.02 0.53 0.648
H 4.591 -5.955 1.490 -0.14 -0.12 -0.78 -0.337
H 7.309 -4.800 1.823 0.71 0.77 -0.10 0.241
H 5.978 -4.432 2.881 -0.25 -0.51 0.02 -0.699
H 6.003 -3.671 0.111 -0.05 0.43 -0.19 -1.169
H 7.015 -2.152 1.472 0.60 0.94 0.78 0.429
H 5.641 -2.052 2.591 -0.27 -0.13 -0.05 -0.242
H 4.362 -1.310 0.481 -0.49 0.25 0.04 -0.443
H 5.888 -1.183 -0.304 0.41 0.39 -0.28 0.597
H 3.953 1.235 0.802 -0.04 -0.22 0.36 -0.083
H 5.391 1.353 -0.205 -0.15 -0.24 -0.26 0.330
H 5.508 2.050 1.328 -0.52 0.05 0.40 0.503
C -1.753 -5.235 -3.911 -0.24 -0.88 -0.95 -1.096
O -2.747 -4.456 -3.298 1.39 0.81 0.99 0.382
C -4.023 -5.024 -3.351 -0.43 -0.41 0.37 -0.993
C -5.023 -4.445 -2.321 -1.21 -0.75 0.42 -0.769
N -4.911 -5.022 -0.929 1.38 0.09 -1.83 -0.440
C -3.556 -4.730 -0.456 -0.73 -0.21 2.02 0.267
C -3.517 -5.031 1.098 0.70 1.06 -1.64 -0.697
O -4.564 -4.395 1.831 0.12 -1.23 -0.08 -0.574
C -4.225 -3.113 2.256 0.61 1.19 0.09 -0.092
H -1.943 -5.250 -4.985 0.17 0.05 -0.38 0.411
H -1.749 -6.286 -3.624 -0.59 -0.30 0.42 0.366
H -0.703 -4.990 -3.756 -0.33 1.13 0.37 0.128
H -3.929 -6.096 -3.183 -0.15 -0.29 0.39 0.654
H -4.358 -4.962 -4.386 -0.63 0.36 -0.12 0.398
H -6.029 -4.696 -2.657 -0.05 -0.65 -0.32 0.553
H -5.165 -3.364 -2.325 1.11 0.46 0.06 0.336
H -5.495 -4.520 -0.275 -0.50 0.11 -0.17 0.414
H -3.348 -3.689 -0.706 0.56 0.21 0.31 -0.034
H -2.774 -5.365 -0.873 -0.18 -0.04 -0.35 -0.189
H -2.543 -4.665 1.422 0.08 0.09 0.37 -0.044
H -3.486 -6.117 1.181 -0.72 0.04 0.49 0.597
H -4.999 -2.650 2.868 -0.49 -0.34 -0.33 0.304
H -3.979 -2.468 1.413 -0.21 0.25 -0.23 0.032
H -3.344 -3.033 2.892 0.36 -0.63 0.09 -0.089
C 0.513 2.633 2.180 0.68 0.33 -1.38 -1.104
O 1.150 3.076 0.928 -1.55 -0.98 1.08 0.334
C 2.140 4.045 1.066 0.54 0.25 -0.18 -0.533
C 2.372 4.737 -0.269 0.81 0.25 0.61 -0.346
N 1.505 5.891 -0.591 -0.73 -1.19 -0.55 -0.376
C 0.099 5.600 -0.390 -2.04 -0.66 1.38 -0.863
C -0.559 4.723 -1.467 0.52 0.06 1.20 0.737
O -0.539 5.496 -2.600 0.28 1.52 -0.60 -0.499
C -0.808 4.753 -3.751 0.55 0.57 0.57 -0.275
H 0.334 1.563 2.069 -0.36 0.06 -0.13 0.056
H -0.405 3.210 2.287 -0.10 -0.17 0.23 0.321
H 1.138 2.750 3.066 0.28 0.30 -0.09 0.486
H 3.013 3.487 1.402 0.65 0.42 -0.03 0.026
H 1.922 4.807 1.815 -0.29 0.09 0.25 0.459
H 2.395 3.987 -1.059 -0.13 -0.24 0.02 -0.134
H 3.360 5.197 -0.250 0.32 -0.33 0.11 0.447
H 1.505 5.795 -1.597 0.54 1.19 -0.65 0.304
H -0.525 6.488 -0.296 0.36 0.50 -0.44 0.517
H -0.090 5.138 0.579 0.33 -0.26 0.11 -0.098
H -1.579 4.393 -1.274 -0.37 0.15 0.59 0.620
H -0.003 3.791 -1.573 0.46 -0.27 -0.26 -0.638
H -0.735 5.453 -4.584 -0.28 -0.34 -0.16 0.393
H -1.799 4.328 -3.596 -0.07 -0.52 -0.72 0.162
H 0.027 4.052 -3.753 -0.36 -0.84 -0.87 -0.016
C -0.924 1.603 5.835 -0.91 1.32 0.89 -2.083
C -0.754 0.126 5.880 1.32 -1.27 1.28 1.519
C -0.234 -0.215 7.302 0.89 -0.29 1.28 -0.776
C -0.265 -1.658 7.813 -0.41 -0.50 -1.82 -0.408
C -1.591 -2.339 7.446 0.26 0.29 0.77 -1.750
C -2.164 -2.054 6.032 1.49 -0.13 0.18 1.603
N -2.056 -0.554 5.718 0.49 -0.84 2.49 0.055
O -2.604 -0.174 4.527 -0.04 -0.64 -1.93 0.675
C -1.427 -2.922 5.014 1.32 -0.23 -0.57 -0.672
C -3.576 -2.536 6.085 -1.70 1.76 -0.47 -1.374
C 0.354 -0.198 4.826 -1.40 -0.75 -0.53 0.586
H -0.057 2.146 6.213 0.73 -0.20 -0.97 0.341
H -1.579 1.968 6.626 -0.93 -0.40 -0.13 0.624
H -1.321 1.926 4.873 0.43 0.29 0.04 -0.200
H 0.819 0.052 7.398 0.24 0.40 -0.48 -0.313
H -0.666 0.365 8.117 -0.73 0.48 -0.43 0.611
H -0.003 -1.760 8.866 -0.31 0.30 0.08 0.669
H 0.514 -2.223 7.301 0.26 -0.08 -0.19 -0.241
H -2.356 -2.125 8.192 -0.12 0.49 0.00 0.421
H -1.438 -3.410 7.581 -0.14 -0.25 -0.44 0.469
H -1.242 -2.430 4.059 -0.37 0.15 -0.11 -0.841
H -0.428 -3.182 5.364 0.23 0.10 0.15 -0.055
H -1.858 -3.898 4.791 -0.49 0.12 0.15 0.697
H -4.128 -1.960 6.828 -0.01 -0.07 0.39 0.461
H -4.044 -2.193 5.163 -0.24 -0.56 -0.35 -0.032
H -3.762 -3.595 6.267 0.50 0.07 -0.18 0.405
H -0.122 -0.121 3.848 -0.14 0.21 -0.21 -0.456
H 0.662 -1.243 4.856 0.44 0.11 0.32 -0.276
H 1.191 0.499 4.786 -0.07 -0.08 0.43 0.134
H -3.359 0.380 4.741 -0.83 0.14 0.32 -0.103
C 6.621 1.417 4.266 -0.36 0.92 0.11 -1.646
C 5.300 1.315 5.105 0.82 -0.41 -1.76 1.900
C 4.765 -0.116 4.762 0.06 -0.96 2.06 0.582
C 3.815 -0.663 5.855 -0.06 0.27 -2.32 1.867
C 4.367 -0.479 7.201 0.34 0.62 1.43 -1.840
C 4.846 0.950 7.576 -0.46 -0.98 0.38 2.020
N 5.725 1.463 6.515 0.95 -1.32 1.02 0.471
O 6.309 2.754 6.903 -1.60 -0.56 -1.09 -0.544
C 3.634 1.797 7.744 -0.48 1.94 0.94 -1.743
C 5.587 0.771 8.929 0.87 -0.04 -0.65 -2.089
C 4.237 2.289 4.609 0.43 0.44 -0.75 -1.036
H 7.074 2.383 4.488 0.47 -0.18 0.38 0.540
H 6.551 1.442 3.178 -0.79 -0.29 0.04 0.006
H 7.258 0.559 4.483 0.17 0.30 0.36 0.381
H 4.296 -0.223 3.784 0.15 0.66 -0.11 0.066
H 5.587 -0.832 4.773 0.41 0.17 -0.18 -0.838
H 3.627 -1.726 5.704 0.03 -0.14 -0.19 -0.723
H 2.846 -0.193 5.688 -0.06 0.12 0.55 -0.964
H 5.196 -1.143 7.446 -0.03 -0.36 -0.36 0.134
H 3.536 -0.722 7.863 0.22 -0.02 0.61 0.380
H 3.935 2.841 7.664 -0.05 0.23 -0.88 0.443
H 2.820 1.549 7.063 0.00 0.19 0.15 -0.228
H 3.303 1.890 8.778 -0.48 -0.99 0.16 0.505
H 6.501 0.221 8.704 0.43 0.26 -0.07 0.501
H 5.838 1.702 9.438 -0.03 0.10 -0.15 0.443
H 5.130 0.109 9.665 -0.80 0.19 -0.27 0.375
H 4.174 2.234 3.522 0.17 -0.31 -0.22 -0.109
H 4.570 3.314 4.771 -0.51 0.15 0.56 0.528
H 3.227 2.035 4.930 0.09 0.42 0.52 -0.009
H 7.098 2.545 7.409 0.13 -0.51 -0.17 0.349
C -6.758 8.761 -4.662 0.47 0.13 -0.61 -1.975
C -6.432 8.224 -3.262 0.74 1.03 0.02 1.497
C -7.794 8.134 -2.548 0.21 -0.95 1.01 -1.229
C -7.734 7.258 -1.282 -0.19 0.09 -0.31 -0.751
C -7.259 5.860 -1.660 0.81 0.71 -0.26 -1.437
C -5.803 5.842 -2.360 -1.10 -0.36 1.50 2.373
N -5.843 6.877 -3.449 -0.37 -1.27 0.66 0.366
O -4.606 6.887 -4.231 -1.33 0.07 1.02 -0.456
C -4.669 6.001 -1.237 -0.73 0.99 -0.39 -1.919
C -5.767 4.422 -2.942 1.02 -0.03 -0.76 -2.429
C -5.446 9.166 -2.469 -0.48 -0.28 0.31 -1.570
H -5.896 8.758 -5.330 0.22 0.09 0.20 0.400
H -7.145 9.780 -4.669 0.03 0.07 0.37 0.386
H -7.502 8.149 -5.171 -0.12 -0.22 0.25 0.424
H -8.229 9.103 -2.302 0.49 0.31 -0.14 0.457
H -8.525 7.670 -3.210 0.08 -0.15 -0.21 0.361
H -8.717 7.228 -0.812 -0.25 -0.21 -0.18 0.441
H -7.124 7.677 -0.481 0.41 0.16 -0.19 0.348
H -7.945 5.400 -2.371 -0.11 0.25 -0.23 0.383
H -7.334 5.217 -0.783 0.67 -0.15 0.06 0.482
H -4.612 5.256 -0.443 -0.51 -0.59 -0.40 0.511
H -3.641 6.139 -1.574 -0.12 -0.08 -0.63 0.355
H -4.901 6.910 -0.682 0.01 0.18 -0.03 0.294
H -4.855 4.303 -3.527 0.25 -0.18 0.04 0.233
H -5.775 3.644 -2.179 0.16 0.24 0.31 0.419
H -6.573 4.148 -3.622 -0.30 0.55 -0.02 0.602
H -4.437 9.211 -2.878 -0.15 -0.19 -0.26 0.341
H -5.357 8.829 -1.436 0.10 -0.41 -0.05 0.319
H -5.790 10.187 -2.307 -0.34 0.13 -0.63 0.408
H -4.980 6.442 -4.995 0.51 -0.01 -0.44 0.342
C -3.745 -1.303 -7.066 -0.64 0.45 0.68 -1.473
C -5.112 -1.609 -6.298 1.47 0.81 -0.80 1.756
C -4.931 -1.871 -4.811 0.11 -0.48 -0.71 -0.769
C -4.828 -0.646 -3.952 -0.78 0.22 0.64 0.476
C -6.095 0.227 -4.132 0.12 -0.42 -1.26 -1.413
C -6.182 0.726 -5.626 1.00 2.01 0.09 1.595
N -6.088 -0.455 -6.462 -0.25 -2.95 1.88 0.525
O -6.473 -0.306 -7.754 -0.01 0.76 -1.82 -0.523
C -7.513 1.525 -5.841 -0.59 -1.80 0.07 -1.828
C -5.054 1.729 -6.021 0.26 -0.12 0.34 -1.315
C -5.628 -2.936 -6.915 -1.41 1.31 -0.81 -2.230
H -3.039 -2.122 -6.930 -0.09 -0.17 -0.16 0.409
H -3.240 -0.394 -6.737 -0.10 0.05 0.52 0.096
H -3.907 -1.087 -8.122 -0.27 -0.48 -0.09 0.472
H -5.782 -2.512 -4.581 -0.38 0.36 0.66 0.579
H -4.094 -2.546 -4.636 0.39 0.16 -0.21 -0.254
H -3.908 -0.097 -4.155 0.01 0.11 -0.09 0.027
H -4.737 -1.026 -2.935 -0.08 0.35 0.31 -0.184
H -6.271 0.997 -3.381 0.55 0.37 -0.24 0.341
H -6.965 -0.422 -4.032 -0.08 -0.26 0.09 0.406
H -8.280 0.760 -5.718 -0.48 0.04 0.48 0.519
H -7.678 2.320 -5.114 0.31 -0.16 0.13 0.198
H -7.785 1.909 -6.824 0.97 0.13 -0.22 0.340
H -4.063 1.399 -5.707 0.04 -0.12 0.05 -0.104
H -5.018 1.837 -7.105 -0.16 -0.07 -0.06 0.387
H -5.190 2.726 -5.603 -0.20 0.02 0.15 0.347
H -6.624 -3.140 -6.522 -0.04 -0.20 0.32 0.506
H -5.028 -3.843 -6.853 0.40 0.43 0.36 0.225
H -5.820 -2.726 -7.968 0.22 -0.26 -0.24 0.543
H -7.326 -0.739 -7.831 -0.20 -0.03 -0.01 0.332
C 0.944 -2.563 -0.427 1.72 -0.48 -0.66 -0.218
C 0.845 -1.279 0.392 0.02 1.07 -0.58 2.991
C 1.657 -0.140 -0.375 -0.73 -1.71 -0.01 0.602
C 0.965 0.409 -1.581 -0.67 0.84 0.33 1.111
C -0.428 0.879 -1.190 0.27 -0.07 -0.34 -1.181
C -1.291 -0.219 -0.582 -0.20 -1.45 0.03 2.743
N -0.537 -0.790 0.557 1.40 2.36 -0.73 0.705
O -1.312 -1.595 1.369 -0.24 -0.58 0.47 1.904
C -2.585 0.489 -0.057 -0.27 -0.76 -0.19 -2.004
C -1.581 -1.365 -1.641 -1.16 0.75 0.10 0.147
C 1.525 -1.377 1.763 -0.64 0.41 0.22 -0.069
H 0.377 -3.464 -0.193 -0.66 0.52 0.10 -0.218
H 1.963 -2.949 -0.407 0.45 0.12 0.79 -0.573
H 0.974 -2.337 -1.493 -1.01 0.00 -0.20 -0.082
H 1.817 0.722 0.272 0.41 -0.31 0.27 -0.728
H 2.541 -0.659 -0.745 0.61 0.41 0.52 0.288
H 0.900 -0.268 -2.433 0.15 -0.14 -0.03 -0.647
H 1.526 1.294 -1.879 -0.03 -0.19 -0.23 -1.008
H -0.813 1.310 -2.114 -0.87 -0.05 0.08 0.997
H -0.408 1.667 -0.437 0.42 0.17 -0.10 -1.065
H -3.208 0.739 -0.916 0.14 0.37 -0.16 0.534
H -3.265 -0.075 0.582 0.33 -0.80 -0.07 0.005
H -2.421 1.372 0.561 0.61 0.24 -0.35 0.184
H -2.588 -1.199 -2.025 -0.05 0.11 -0.39 -0.304
H -0.898 -1.365 -2.491 0.06 0.19 0.09 -0.363
H -1.634 -2.396 -1.290 0.30 0.23 0.56 -0.833
H 1.525 -0.405 2.257 -0.07 0.34 -0.21 -0.295
H 2.580 -1.635 1.681 -0.14 -0.55 -0.03 -0.902
H 0.957 -1.996 2.458 0.38 -0.41 -0.26 -0.641
H -1.199 -1.055 2.155 -0.79 -0.49 0.78 -0.690
```
Positions in Å, forces in eV/Å.

Calculated values
- gap between HOMO and LUMO (eV) = 8.49
- maximum force (eV Å⁻¹) = 3.56
- energy above the lowest of the compared OMol25 structures with the same formula, charge and spin (kcal/mol) = 99.3
- 2S+1 = 1
- molecular weight (g/mol) = 1851.8
- HOMO level (eV) = -7.9451